A | Computed, not measured: a single CH4N2O molecule, with the ωB97M-V functional and the def2-TZVPD basis.

```
8
CH4N2O, DFT the ωB97M-V functional and the def2-TZVPD basis
O -1.100 -0.472 1.124
N 0.769 0.778 0.598
N -0.019 -0.856 -0.859
C -0.208 -0.198 0.350
H 0.623 1.154 1.530
H -0.686 -1.602 -0.957
H 0.066 -0.300 -1.701
H 0.555 1.495 -0.084
```

The spin multiplicity is 1. Its charge is 0. As for the frontier orbital gap: 10.6 eV. As for the SMILES: NC(N)=O.

B | Computed, not measured: a single CH4N2O molecule, with the ωB97M-V functional and the def2-TZVPD basis.

```
8
CH4N2O, DFT the ωB97M-V functional and the def2-TZVPD basis
O -0.306 0.249 -0.632
N -1.583 0.156 0.002
N 1.875 0.179 -0.254
C 0.694 -0.315 0.003
H -2.199 0.626 -0.698
H 0.327 -1.107 0.741
H -1.460 0.599 0.813
H 2.652 -0.387 0.026
```

The spin multiplicity is 1. Its charge is 0. As for the frontier orbital gap: 10.6 eV. As for the SMILES: [H]/N=C/ON.

C | Computed, not measured: a molecular structure, CH4N2O, with the ωB97M-V functional and the def2-TZVPD basis.

```
8
CH4N2O, DFT the ωB97M-V functional and the def2-TZVPD basis
O -0.556 0.887 0.064
N 0.059 -0.253 0.377
N 0.562 1.674 -0.981
C -0.513 -1.342 0.760
H -1.572 -1.420 0.823
H 1.393 1.690 -0.448
H 0.520 0.920 -1.658
H 0.106 -2.157 1.063
```

The spin multiplicity is 1. Its charge is 0. As for the frontier orbital gap: 10.1 eV.

Tell me which of them is the most stable. Sure, it is A.

A | Computed, not measured: a single CH4N2O molecule, with the ωB97M-V functional and the def2-TZVPD basis.

```
8
CH4N2O, DFT the ωB97M-V functional and the def2-TZVPD basis
O -1.021 -0.251 -1.199
N 0.835 -0.918 -0.189
N -0.245 1.167 0.273
C -0.145 -0.003 -0.391
H 0.503 -1.814 -0.454
H -0.120 1.227 1.285
H 1.335 -0.923 0.687
H -1.143 1.514 -0.013
```

The spin multiplicity is 1. Its charge is 0. As for the frontier orbital gap: 10.6 eV. As for the SMILES: NC(N)=O.

B | Computed, not measured: a single CH4N2O molecule, with the ωB97M-V functional and the def2-TZVPD basis.

```
8
CH4N2O, DFT the ωB97M-V functional and the def2-TZVPD basis
O 1.537 0.877 0.009
N 0.607 0.034 0.062
N 0.734 -1.188 -0.001
C -0.876 0.320 0.000
H -1.030 1.356 -0.272
H 1.715 -1.351 -0.035
H -1.214 0.118 0.978
H -1.472 -0.166 -0.744
```

The spin multiplicity is 1. Its charge is 0. As for the frontier orbital gap: 11.0 eV. As for the SMILES: [H]/N=[N+](/C)[O-].

C | Computed, not measured: a single CH4N2O molecule, with the ωB97M-V functional and the def2-TZVPD basis.

```
8
CH4N2O, DFT the ωB97M-V functional and the def2-TZVPD basis
O -0.106 1.528 0.051
N 1.088 -0.445 0.172
N -1.315 -0.260 -0.099
C -0.121 0.184 0.028
H -1.100 1.547 -0.021
H -1.519 -1.241 -0.033
H 1.943 0.082 0.058
H 1.130 -1.395 -0.157
```

The spin multiplicity is 1. Its charge is 0. As for the frontier orbital gap: 10.3 eV. As for the SMILES: [H]/N=C(\N)O.

Tell me which of them is the most stable. Sure, it is A.

A | Computed, not measured: a single CH4N2O molecule, with the ωB97M-V functional and the def2-TZVPD basis.

```
8
CH4N2O, DFT the ωB97M-V functional and the def2-TZVPD basis
O 0.179 0.768 0.135
N 1.569 0.488 -0.167
N -1.931 0.284 -0.095
C -0.753 -0.192 -0.057
H 1.747 -0.521 -0.238
H -2.594 -0.486 -0.084
H 2.043 0.827 0.664
H -0.259 -1.168 -0.159
```

The spin multiplicity is 1. Its charge is 0. As for the frontier orbital gap: 10.3 eV. As for the SMILES: [H]/N=C/ON.

B | Computed, not measured: 2 unconnected molecules or ions with the total composition CH4N2O, with the ωB97M-V functional and the def2-TZVPD basis.

```
8
CH4N2O, DFT the ωB97M-V functional and the def2-TZVPD basis
O 0.121 -0.313 -0.457
N 1.003 1.444 1.300
N -0.584 -0.975 -1.105
C -1.360 -1.579 -1.670
H -2.033 -2.186 -2.217
H 0.322 1.598 2.095
H 0.706 1.059 0.440
H 1.826 0.951 1.615
```

The spin multiplicity is 1. Its charge is 0. As for the frontier orbital gap: 9.6 eV. As for the SMILES: C#[N+][O-].N.

Tell me which of them is the most stable. Sure, it is A.

A | Computed, not measured: a single CH4N2O molecule, with the ωB97M-V functional and the def2-TZVPD basis.

```
8
CH4N2O, DFT the ωB97M-V functional and the def2-TZVPD basis
O 13.100 6.978 -22.440
N 13.217 7.766 -20.322
N 14.171 8.965 -22.039
C 13.455 7.841 -21.666
H 13.915 9.872 -21.691
H 14.582 8.941 -22.953
H 12.834 6.917 -19.954
H 13.526 8.510 -19.724
```

The spin multiplicity is 1. Its charge is 0. As for the frontier orbital gap: 10.7 eV. As for the SMILES: NC(N)=O.

B | Computed, not measured: a single CH4N2O molecule, with the ωB97M-V functional and the def2-TZVPD basis.

```
8
CH4N2O, DFT the ωB97M-V functional and the def2-TZVPD basis
O 0.668 -0.800 0.768
N -0.307 -0.094 1.696
N 1.613 -0.844 -1.184
C 0.697 -0.366 -0.468
H -0.171 0.440 -0.671
H -0.729 0.741 1.304
H 1.624 -0.428 -2.103
H -1.149 -0.687 1.732
```

The spin multiplicity is 1. Its charge is 0. As for the frontier orbital gap: 10.8 eV. As for the SMILES: [H]/N=C/ON.

C | Computed, not measured: a single CH4N2O molecule, with the ωB97M-V functional and the def2-TZVPD basis.

```
8
CH4N2O, DFT the ωB97M-V functional and the def2-TZVPD basis
O -1.662 -0.064 0.071
N 0.398 -1.108 -0.035
N 0.223 1.180 0.014
C -0.441 -0.021 -0.044
H 1.021 -1.269 0.694
H 0.945 1.239 -0.704
H -0.344 2.050 0.128
H -0.142 -2.007 -0.124
```

The spin multiplicity is 1. Its charge is 0. As for the frontier orbital gap: 10.7 eV. As for the SMILES: NC(N)=O.

Tell me which of them is the most stable. Sure, it is A.

A | Computed, not measured: 2 unconnected molecules or ions with the total composition C4H10O3, with the ωB97M-V functional and the def2-TZVPD basis.

```
17
C4H10O3, DFT the ωB97M-V functional and the def2-TZVPD basis
O -0.891 1.969 -0.653
O -0.927 2.795 2.502
O -3.147 2.336 -1.152
C -1.041 0.610 -0.947
C -1.790 4.229 -0.621
C -1.990 2.783 -0.954
C 0.000 0.000 0.000
H -1.955 0.218 -0.462
H -0.206 -1.083 0.013
H -1.800 4.433 0.463
H -1.054 0.283 -2.005
H -0.113 3.348 2.480
H -0.754 2.075 1.854
H -0.823 4.563 -1.033
H -2.596 4.813 -1.096
H 1.031 0.158 -0.358
H -0.077 0.385 1.031
```

The spin multiplicity is 1. Its charge is 0. As for the frontier orbital gap: 11.2 eV. As for the SMILES: CCOC(C)=O.O.

B | Computed, not measured: a single C4H10O3 molecule, with the ωB97M-V functional and the def2-TZVPD basis.

```
17
C4H10O3, DFT the ωB97M-V functional and the def2-TZVPD basis
O 2.327 0.501 -0.739
O 1.107 1.112 -0.336
O -2.211 0.276 0.752
C 0.112 0.137 -0.039
C -0.213 -0.729 -1.258
C -1.102 1.019 0.331
C 0.549 -0.732 1.144
H -1.983 -0.186 1.566
H 0.602 -1.418 -1.462
H -0.161 -1.538 1.310
H 0.642 -0.127 2.044
H 2.514 0.926 -1.587
H -1.424 1.574 -0.552
H -0.785 1.740 1.096
H -1.121 -1.292 -1.063
H -0.375 -0.098 -2.129
H 1.522 -1.164 0.922
```

The spin multiplicity is 1. Its charge is 0. As for the frontier orbital gap: 10.7 eV. As for the SMILES: CC(C)(CO)OO.

Tell me which of them is the most stable. Sure, it is A.

A | Computed, not measured: a single C5H5NO molecule, with the ωB97M-V functional and the def2-TZVPD basis.

```
12
C5H5NO, DFT the ωB97M-V functional and the def2-TZVPD basis
O 1.612 -0.849 -0.954
N -0.242 -0.022 -1.747
C 0.264 0.520 0.535
C -1.195 0.189 0.704
C -0.252 -0.947 0.468
C 0.288 -0.952 -0.934
C 0.731 0.644 -0.952
H 0.043 -1.665 1.222
H 0.882 0.856 1.363
H -1.581 0.274 1.716
H -1.872 0.471 -0.094
H 1.322 1.482 -1.328
```

The spin multiplicity is 1. Its charge is 0. As for the frontier orbital gap: 9.0 eV.

B | Computed, not measured: a single C5H5NO molecule, with the ωB97M-V functional and the def2-TZVPD basis.

```
12
C5H5NO, DFT the ωB97M-V functional and the def2-TZVPD basis
O -1.609 -1.078 0.053
N 1.695 -0.042 0.183
C -1.840 0.432 0.039
C 0.798 0.927 -0.091
C -0.202 -0.908 -0.050
C -0.400 0.480 -0.039
C 0.973 -1.344 -0.080
H -2.669 0.519 -0.854
H -2.242 1.008 0.927
H 1.286 2.001 0.076
H 2.544 0.139 -0.423
H 1.666 -2.134 0.257
```

The spin multiplicity is 1. Its charge is 0. As for the frontier orbital gap: 9.9 eV. As for the SMILES: c1[nH]cc2c1CO2.

C | Computed, not measured: a single C5H5NO molecule, with the ωB97M-V functional and the def2-TZVPD basis.

```
12
C5H5NO, DFT the ωB97M-V functional and the def2-TZVPD basis
O 0.873 1.840 1.682
N -2.508 0.792 -0.871
C 0.253 -1.242 -0.074
C 0.864 0.071 0.183
C 0.318 0.848 1.292
C -1.391 0.512 -0.840
C -0.143 -0.141 -0.992
H -0.488 -1.583 0.639
H 0.196 -0.139 -2.027
H 1.846 0.357 -0.165
H 0.886 -2.005 -0.490
H -0.669 0.651 1.722
```

The spin multiplicity is 1. Its charge is 0. As for the frontier orbital gap: 10.9 eV. As for the SMILES: N#C[C@@H]1C[C@@H]1C=O.

Tell me which of them is the most stable. Sure, it is C.